Molecular formula: C68H90FN15OSi
Method: DFT, the ωB97M-V functional and the def2-TZVPD basis

Structure (XYZ):
```
176
Properties=species:S:1:pos:R:3:lowdin_charge:R:1
C 3.43839 2.82308 1.59592 0.06
C 2.59358 1.93498 1.65444 -0.05
C 1.54517 0.76030 1.48864 -0.31
N 1.09858 0.42925 2.87140 0.08
C 2.08877 -0.53892 3.35364 -0.36
O 2.27502 -0.85573 4.51018 0.10
C 2.95092 -1.10806 2.12207 -0.18
C 3.05205 -2.69544 2.26625 -0.10
C 4.17384 -3.39006 1.36791 -0.29
C 5.40645 -3.94851 2.22039 -0.05
F 3.56662 -4.58710 0.78088 -0.11
C 2.38191 -0.44003 0.78535 -0.24
Si 1.01224 -1.31308 -0.22513 0.52
C 0.66899 -0.16487 -1.74777 -0.18
C 1.50599 -2.99580 -0.94790 -0.20
C -0.64035 -1.48814 0.71383 -0.18
H 4.39661 3.35216 1.33675 0.07
H 0.59490 1.05262 0.93664 0.13
H 0.23130 -0.12975 2.93839 0.13
H 4.02974 -0.73439 2.14376 0.16
H 2.03940 -3.19490 2.14259 0.12
H 3.35005 -2.89061 3.35091 0.12
H 4.53700 -2.69673 0.54958 0.14
H 6.32981 -3.29779 2.13015 0.08
H 5.68956 -4.93887 1.72811 0.09
H 5.13407 -4.19380 3.28500 0.08
H 3.09685 -0.06824 -0.00870 0.11
H -0.19653 -0.52976 -2.36950 0.05
H 0.54108 0.87726 -1.33036 0.03
H 1.63452 -0.17778 -2.36107 0.04
H 2.60707 -3.07243 -1.18112 0.03
H 1.11040 -3.85491 -0.31673 0.04
H 0.95517 -3.08806 -1.94662 0.05
H -0.97364 -0.49665 1.14532 0.03
H -1.44114 -1.79135 -0.03540 0.06
H -0.63537 -2.26690 1.53241 0.04
N 4.81245 1.65184 -2.25947 0.01
C 5.59051 0.54236 -2.46224 -0.14
C 5.43197 0.14678 -3.76642 -0.10
C 4.52830 1.05495 -4.37606 -0.12
C 4.16598 1.97333 -3.42213 -0.16
H 4.72954 2.15320 -1.39033 0.13
H 6.18655 0.13130 -1.66237 0.11
H 5.91260 -0.70021 -4.23155 0.10
H 4.18281 1.03787 -5.39874 0.10
H 3.50499 2.82466 -3.46985 0.11
N -2.56455 -6.94182 0.54477 -0.01
C -1.20832 -6.90975 0.34970 -0.14
C -0.66869 -6.05803 1.27857 -0.11
C -1.73749 -5.56055 2.06879 -0.11
C -2.89350 -6.12486 1.59512 -0.14
H -3.21744 -7.48239 0.00209 0.13
H -0.74761 -7.49331 -0.43219 0.11
H 0.37937 -5.81880 1.38086 0.09
H -1.66629 -4.86683 2.89288 0.09
H -3.91916 -6.01621 1.91155 0.11
N -4.27740 -5.92057 -2.24856 0.01
C -4.04773 -5.66950 -3.57409 -0.13
C -5.24183 -5.31928 -4.15154 -0.11
C -6.22977 -5.35456 -3.13483 -0.11
C -5.60400 -5.72618 -1.97081 -0.15
H -3.57857 -6.20354 -1.58058 0.11
H -3.05715 -5.76295 -3.99091 0.11
H -5.38911 -5.06433 -5.18991 0.07
H -7.28021 -5.13210 -3.24335 0.08
H -5.98666 -5.86980 -0.97194 0.10
N -10.19961 -5.15729 -0.52889 0.01
C -10.62342 -4.08445 0.20670 -0.14
C -9.53114 -3.29670 0.47304 -0.13
C -8.40656 -3.91531 -0.13008 -0.10
C -8.85029 -5.05909 -0.74297 -0.14
H -10.78801 -5.90237 -0.86184 0.15
H -11.66191 -3.97506 0.47772 0.11
H -9.53956 -2.37652 1.03832 0.09
H -7.38686 -3.56146 -0.11690 0.09
H -8.32462 -5.81067 -1.31026 0.09
N 0.77315 5.24708 -1.42924 0.01
C 1.29089 4.53867 -0.37726 -0.15
C 0.68300 4.98051 0.77073 -0.11
C -0.24049 5.98964 0.39711 -0.10
C -0.16436 6.12976 -0.96554 -0.14
H 1.03965 5.13564 -2.39298 0.15
H 2.04530 3.78494 -0.53625 0.08
H 0.87935 4.61759 1.76798 0.08
H -0.88893 6.54974 1.05321 0.08
H -0.69402 6.78002 -1.64362 0.10
N 4.73446 3.93713 4.66017 0.01
C 6.08849 3.96807 4.46370 -0.16
C 6.63207 4.81827 5.39499 -0.13
C 5.56601 5.31401 6.18633 -0.11
C 4.40855 4.75046 5.71093 -0.13
H 4.07911 3.39819 4.11582 0.11
H 6.54717 3.38535 3.67941 0.10
H 7.68054 5.05630 5.49654 0.09
H 5.63831 6.00543 7.01187 0.09
H 3.38340 4.85882 6.02828 0.11
N 6.30405 4.05999 -5.16456 0.01
C 6.89679 5.04541 -4.42253 -0.15
C 6.95861 6.17850 -5.19456 -0.12
C 6.37575 5.86640 -6.44835 -0.12
C 5.97886 4.55351 -6.39873 -0.14
H 6.13256 3.11727 -4.85043 0.11
H 7.22395 4.85530 -3.41220 0.10
H 7.37543 7.12675 -4.89116 0.09
H 6.25932 6.52915 -7.29226 0.09
H 5.49540 3.92916 -7.13381 0.10
N -10.10721 -0.13834 -1.07387 0.01
C -9.51847 0.84999 -0.33237 -0.15
C -9.45704 1.98117 -1.10670 -0.12
C -10.03597 1.66500 -2.36155 -0.12
C -10.43017 0.35161 -2.31015 -0.14
H -10.27707 -1.08059 -0.75811 0.11
H -9.19352 0.66296 0.67924 0.10
H -9.04301 2.93094 -0.80431 0.09
H -10.15149 2.32565 -3.20724 0.09
H -10.91024 -0.27542 -3.04504 0.10
N 8.47906 2.08166 6.80467 0.01
C 8.64446 2.86909 7.91113 -0.14
C 9.41981 2.17984 8.80946 -0.12
C 9.73922 0.93058 8.21989 -0.12
C 9.14735 0.90014 6.98251 -0.15
H 7.94834 2.33347 5.98642 0.12
H 8.19592 3.84866 7.96395 0.10
H 9.72465 2.53469 9.78211 0.09
H 10.33620 0.14262 8.65326 0.09
H 9.14279 0.14146 6.21557 0.10
N -3.50715 7.20195 2.67042 0.00
C -3.37173 6.16006 3.54862 -0.15
C -4.56676 5.48851 3.59583 -0.12
C -5.45604 6.14612 2.70822 -0.12
C -4.77371 7.19689 2.15012 -0.14
H -2.78781 7.86707 2.44229 0.14
H -2.43935 5.98853 4.06341 0.10
H -4.77851 4.61985 4.20031 0.09
H -6.48097 5.87871 2.50122 0.09
H -5.07887 7.94042 1.43063 0.10
N -0.79543 -2.59496 8.58164 -0.01
C 0.05558 -3.51178 8.02519 -0.15
C 0.74110 -2.89153 7.01099 -0.11
C 0.29116 -1.54779 6.95648 -0.12
C -0.65419 -1.39354 7.93876 -0.14
H -1.42570 -2.77528 9.34439 0.14
H 0.09843 -4.52347 8.39723 0.10
H 1.48493 -3.35182 6.37864 0.09
H 0.62370 -0.78100 6.27467 0.07
H -1.23801 -0.53604 8.23478 0.10
N 0.45272 10.85361 -2.16977 0.00
C -0.12077 11.79317 -2.98392 -0.14
C -1.24313 11.23866 -3.54476 -0.11
C -1.35474 9.91580 -3.04588 -0.11
C -0.29608 9.70813 -2.19811 -0.14
H 1.29347 10.98482 -1.63333 0.15
H 0.31935 12.77176 -3.09430 0.11
H -1.91096 11.72943 -4.23603 0.09
H -2.12495 9.19693 -3.28125 0.09
H -0.01063 8.84703 -1.61498 0.08
N 3.56672 -5.77442 -2.33164 0.01
C 4.35118 -6.87961 -2.51885 -0.14
C 4.20497 -7.28683 -3.82170 -0.12
C 3.30163 -6.38895 -4.44554 -0.12
C 2.92736 -5.46551 -3.50184 -0.15
H 3.47548 -5.26758 -1.46441 0.11
H 4.94287 -7.28073 -1.71097 0.10
H 4.69387 -8.13500 -4.27617 0.09
H 2.96432 -6.41598 -5.47053 0.09
H 2.26266 -4.61787 -3.55939 0.09
N -6.97275 -5.47953 -7.69675 0.00
C -6.19301 -6.58793 -7.89534 -0.15
C -6.34622 -6.98471 -9.19938 -0.12
C -7.24786 -6.07854 -9.81350 -0.12
C -7.61482 -5.16002 -8.86328 -0.14
H -7.05952 -4.97750 -6.82933 0.13
H -5.59961 -6.99754 -7.09270 0.10
H -5.86285 -7.83170 -9.66169 0.09
H -7.58890 -6.09717 -10.83732 0.09
H -8.27642 -4.30960 -8.91522 0.10
```

Summary:
* HOMO: -8.1 eV
* electronic energy: -3930.8476 Eh
* Kohn-Sham gap: 0.2929 Ha
* multiplicity: 1
* LUMO: -0.00363 hartree
* charge: 0
* strongest force on any atom: 2.7 eV/Å